Record 1
DFT (ωB97M-V with the def2-TZVPD basis set) results for a molecular structure, C5H10O.

Positions of all 16 atoms, in Å:
H (-1.294, 0.062, -1.572)
C (0.793, 0.556, 0.120)
H (0.391, -0.074, -2.107)
H (-2.295, -1.394, 0.722)
H (1.055, -0.859, 1.741)
H (-1.853, 0.302, 0.820)
C (-0.266, 0.350, -1.350)
C (-1.456, -0.717, 0.925)
H (1.882, -1.294, 0.187)
H (0.247, 1.224, 0.791)
H (-0.273, 1.457, -1.474)
C (-0.293, -1.040, -0.018)
H (-1.178, -0.835, 1.982)
O (1.896, 1.128, -0.478)
C (1.028, -0.798, 0.652)
H (1.616, 1.933, -0.941)

Results
E_tot   -7389.3323 eV
Frontier orbital gap   8.16 eV
E_HOMO   -7.36 eV
2S+1   1

In the Löwdin picture, each atom carries the following charge in e: 0.077, -0.389, 0.085, 0.070, 0.112, 0.076, -0.083, -0.134, 0.116, 0.145, 0.079, -0.141, 0.072, -0.007, -0.179, 0.101

---

Record 2
DFT (ωB97M-V with the def2-TZVPD basis set) results for 3 unconnected molecules or ions with the total composition C5H10O.

Positions of all 16 atoms, in Å:
H (-2.227, 1.088, 1.079)
C (2.023, -0.500, -0.278)
H (-2.533, -0.908, -0.941)
C (-0.506, -0.535, -0.485)
H (2.132, -1.199, -1.117)
C (-1.695, -1.093, -0.273)
C (0.216, 2.589, 0.083)
H (0.603, 0.080, 1.237)
H (-1.875, -1.741, 0.587)
H (2.117, 0.519, -0.676)
H (2.859, -0.667, 0.410)
O (0.005, 2.829, -1.008)
H (-2.068, 1.756, 1.367)
H (0.640, -1.656, 0.932)
H (-0.374, 0.116, -1.355)
C (0.682, -0.676, 0.438)

Results
E_tot   -7392.7118 eV
Frontier orbital gap   10.75 eV
E_HOMO   -9.64 eV
2S+1   1

In the Löwdin picture, each atom carries the following charge in e: 0.026, -0.121, 0.055, -0.242, 0.076, -0.043, -0.005, 0.091, 0.064, 0.055, 0.070, 0.028, 0.034, 0.109, 0.091, -0.287

---

Record 3
DFT (ωB97M-V with the def2-TZVPD basis set) results for 2 unconnected molecules or ions with the total composition C5H10O.

Positions of all 16 atoms, in Å:
H (2.334, 0.824, -0.817)
H (0.269, -1.165, -1.422)
C (-0.294, -0.307, -1.021)
C (-0.141, -0.411, 1.323)
C (1.967, 0.282, 0.061)
C (-1.558, -0.930, -0.462)
H (-0.339, 0.176, 2.223)
H (2.293, -0.762, -0.030)
C (0.447, 0.360, 0.149)
H (-3.017, 0.462, -0.879)
H (0.451, -1.294, 1.584)
H (-3.079, 1.210, -0.845)
H (0.139, 1.411, 0.221)
H (2.451, 0.712, 0.945)
O (-1.425, -0.925, 0.836)
H (-0.500, 0.357, -1.866)

Results
E_tot   -7391.2143 eV
Frontier orbital gap   9.32 eV
E_HOMO   -8.37 eV
2S+1   1

In the Löwdin picture, each atom carries the following charge in e: 0.080, 0.123, -0.187, -0.118, -0.074, -0.099, 0.128, 0.082, -0.363, 0.006, 0.129, 0.061, 0.141, 0.079, -0.099, 0.110

---

Record 4
DFT (ωB97M-V with the def2-TZVPD basis set) results for a single C5H10O molecule.

Positions of all 16 atoms, in Å:
H (2.459, 0.976, -0.639)
H (2.642, -0.727, -0.179)
H (-2.898, 0.154, -0.885)
C (0.756, 0.157, 0.436)
H (-0.420, 1.206, -1.106)
C (-0.430, 1.040, -0.023)
H (-0.116, -1.728, -0.329)
H (-0.574, 1.995, 0.493)
C (-0.209, -1.052, 0.527)
H (1.116, 0.457, 1.426)
H (1.567, -0.281, -1.515)
C (1.924, 0.026, -0.525)
H (-0.190, -1.639, 1.450)
H (-1.966, 0.072, 1.252)
O (-2.259, -0.547, -0.707)
C (-1.404, -0.108, 0.324)

Results
E_tot   -7393.8805 eV
Frontier orbital gap   10.89 eV
E_HOMO   -9.86 eV
2S+1   1

In the Löwdin picture, each atom carries the following charge in e: 0.076, 0.076, 0.094, -0.357, 0.115, -0.098, 0.118, 0.106, -0.095, 0.133, 0.079, -0.083, 0.108, 0.142, -0.032, -0.382

---

Record 5
DFT (ωB97M-V with the def2-TZVPD basis set) results for a single C5H10O molecule.

Positions of all 16 atoms, in Å:
O (-2.058, 0.210, -0.410)
H (-0.703, 2.648, 0.430)
C (-0.007, -1.771, -0.604)
H (1.769, 1.161, 0.004)
H (0.079, 1.619, 1.670)
H (2.187, -0.223, -1.004)
H (-1.684, 1.713, 1.570)
H (0.385, -2.066, -1.586)
H (2.146, -0.425, 0.754)
C (0.218, -0.327, -0.217)
C (1.655, 0.077, -0.088)
C (-0.763, 1.697, 0.972)
H (-1.054, -2.089, -0.528)
H (-1.909, -0.356, -1.178)
C (-0.800, 0.492, 0.068)
H (0.538, -2.360, 0.147)

Results
E_tot   -7393.9991 eV
Frontier orbital gap   8.97 eV
E_HOMO   -8.06 eV
2S+1   1

In the Löwdin picture, each atom carries the following charge in e: 0.021, 0.084, -0.064, 0.075, 0.080, 0.082, 0.087, 0.080, 0.081, -0.324, -0.072, -0.023, 0.075, 0.093, -0.359, 0.085

---

Record 6
DFT (ωB97M-V with the def2-TZVPD basis set) results for 2 unconnected molecules or ions with the total composition C5H10O.

Positions of all 16 atoms, in Å:
H (0.267, -0.771, 2.136)
C (2.063, -0.001, 0.077)
H (-1.455, -1.075, 1.937)
H (-0.288, -2.224, 1.284)
H (-2.358, 1.046, -0.507)
H (-1.670, 0.603, -2.129)
C (-0.477, -0.373, 0.142)
C (0.647, 0.305, -0.348)
H (-1.037, -0.837, -0.668)
H (-1.383, 2.258, -1.441)
H (2.201, -1.062, 0.305)
C (-0.483, -1.151, 1.433)
H (2.330, 0.575, 0.971)
O (0.475, 1.194, -1.230)
C (-1.573, 1.212, -1.236)
H (2.741, 0.300, -0.725)

Results
E_tot   -7390.3649 eV
Frontier orbital gap (alpha / beta)   7.59 / 7.59 eV
E_HOMO (alpha / beta)   -7.48 / -7.48 eV
2S+1   1

In the Löwdin picture, each atom carries the following charge in e: 0.069, -0.014, 0.069, 0.073, 0.029, 0.050, -0.176, -0.483, 0.102, 0.048, 0.080, -0.111, 0.090, -0.029, 0.122, 0.084

---

Record 7
DFT (ωB97M-V with the def2-TZVPD basis set) results for a single C5H10O molecule.

Positions of all 16 atoms, in Å:
H (0.380, -0.840, -1.429)
C (1.675, -0.504, 0.256)
H (1.367, 0.562, 1.858)
H (-2.161, 0.125, -1.323)
H (-0.883, -0.673, 1.359)
H (-0.017, 1.701, 0.231)
H (2.492, -0.535, -0.472)
H (-1.338, -1.800, 0.059)
C (0.328, -0.344, -0.451)
C (-1.690, 0.407, -0.375)
O (2.007, 0.554, 1.136)
H (-2.422, 0.947, 0.233)
H (1.677, -1.469, 0.791)
C (-0.308, 1.058, -0.606)
H (-0.143, 1.603, -1.540)
C (-0.965, -0.792, 0.271)

Results
E_tot   -7393.6340 eV
Frontier orbital gap   11.19 eV
E_HOMO   -10.19 eV
2S+1   1

In the Löwdin picture, each atom carries the following charge in e: 0.139, -0.236, 0.084, 0.104, 0.109, 0.103, 0.117, 0.102, -0.298, -0.175, -0.072, 0.098, 0.120, -0.145, 0.105, -0.156

---

Record 8
DFT (ωB97M-V with the def2-TZVPD basis set) results for 2 unconnected molecules or ions with the total composition C5H10O.

Positions of all 16 atoms, in Å:
H (-1.558, -1.766, 0.103)
H (0.774, -0.125, 1.169)
C (-2.245, 0.371, 1.123)
C (1.485, -0.492, 0.413)
O (0.802, -1.043, -0.700)
C (-2.548, 0.255, -0.342)
H (3.038, 0.954, 0.859)
H (2.036, -1.324, 0.865)
H (-2.989, 0.741, -1.199)
H (0.161, -0.385, -1.001)
H (-1.420, 1.005, 1.462)
H (-3.055, 0.292, 1.853)
C (-1.979, -0.776, 0.191)
C (2.444, 0.614, 0.004)
H (1.899, 1.476, -0.398)
H (3.123, 0.247, -0.771)

Results
E_tot   -7391.5066 eV
Frontier orbital gap   10.59 eV
E_HOMO   -9.54 eV
2S+1   1

In the Löwdin picture, each atom carries the following charge in e: 0.100, 0.099, -0.165, -0.330, -0.098, -0.064, 0.073, 0.114, 0.092, 0.064, 0.067, 0.073, -0.081, -0.092, 0.073, 0.075